No. 1
{"formula": "C4H6O2", "method": "wB97M-V/def2-TZVPD", "symbols": ["O", "O", "C", "C", "C", "C", "H", "H", "H", "H", "H", "H"], "positions_angstrom": [[-1.907, 1.644, 0.023], [1.376, -1.212, 0.765], [0.497, -0.682, -0.198], [-0.947, -0.647, 0.273], [-1.026, 0.835, -0.033], [0.423, 1.042, -0.362], [0.858, 1.650, 0.460], [0.571, -1.246, -1.152], [0.580, 1.536, -1.341], [-1.028, -0.793, 1.355], [-1.629, -1.297, -0.277], [2.233, -0.831, 0.486]], "forces_ev_per_a": [[-0.286, -0.163, -0.059], [0.734, 1.002, -0.724], [0.008, 1.439, -0.475], [-0.271, 0.079, 0.109], [-0.586, 0.489, 0.121], [0.235, -1.713, 0.017], [0.208, -0.648, -0.481], [0.253, 0.723, 0.286], [0.169, -0.495, 0.502], [-0.060, -0.165, -0.121], [-0.095, 0.087, 0.227], [-0.308, -0.636, 0.596]], "largest_force_ha_per_bohr": 0.0336, "lumo_ev": 0.78, "total_charge": 0, "smiles": "O=C1CC(O)C1", "homo_lumo_gap_ev": 10.4, "de_lowest_kj_mol": 169.54}

No. 2
{"formula": "C4H4O3", "method": "wB97M-V/def2-TZVPD", "symbols": ["O", "O", "O", "C", "C", "C", "C", "H", "H", "H", "H"], "positions_angstrom": [[0.676, -1.011, 1.954], [1.775, 0.457, -0.934], [-0.462, -1.837, -0.931], [-0.455, -0.836, -0.266], [-1.338, 0.374, -0.453], [0.605, -0.562, 0.839], [1.654, 0.411, 0.269], [-0.838, 1.281, -0.116], [-1.625, 0.466, -1.501], [-2.225, 0.215, 0.167], [2.235, 1.041, 0.973]], "forces_ev_per_a": [[-0.218, 0.224, -0.582], [0.142, 0.169, 0.859], [-0.131, 0.284, 0.466], [0.325, 0.116, -0.028], [-0.229, -0.406, -0.118], [0.281, -0.346, 0.136], [-0.016, 0.114, -0.648], [-0.060, 0.015, -0.017], [-0.050, -0.012, 0.112], [-0.051, 0.122, -0.082], [0.007, -0.280, -0.097]], "largest_force_ha_per_bohr": 0.0172, "lumo_ev": -0.92, "total_charge": 0, "smiles": "CC(=O)C(=O)C=O", "homo_lumo_gap_ev": 8.7, "de_lowest_kj_mol": 146.19}

No. 3
{"formula": "C5H8N2", "method": "wB97M-V/def2-TZVPD", "symbols": ["N", "N", "C", "C", "C", "C", "C", "H", "H", "H", "H", "H", "H", "H", "H"], "positions_angstrom": [[0.630, -1.514, -1.074], [-0.153, 0.061, 0.575], [0.010, -0.306, -0.738], [-0.503, 1.391, 0.635], [0.188, -0.784, 1.689], [-0.544, 1.861, -0.661], [-0.309, 0.760, -1.520], [0.709, -1.575, -2.082], [-0.719, 1.837, 1.602], [0.011, 2.680, -1.068], [-0.579, -1.544, 1.866], [0.298, -0.169, 2.585], [1.143, -1.276, 1.478], [0.143, -2.326, -0.723], [-0.292, 0.845, -2.597]], "forces_ev_per_a": [[-0.198, -0.251, -0.050], [-0.086, -0.143, -0.167], [-0.207, -0.132, 0.104], [0.242, -0.009, -0.047], [-0.028, -0.133, 0.161], [0.766, -0.344, -0.016], [0.205, -0.288, -0.188], [0.053, -0.124, 0.161], [0.360, 0.071, -0.310], [-1.209, 1.771, 0.313], [0.084, 0.015, 0.077], [-0.050, -0.107, -0.118], [-0.173, 0.047, 0.077], [-0.036, -0.154, -0.065], [0.280, -0.219, 0.068]], "largest_force_ha_per_bohr": 0.0422, "lumo_ev": 0.92, "total_charge": 0, "smiles": "Cn1cccc1N", "homo_lumo_gap_ev": 8.4, "de_lowest_kj_mol": 129.18}

No. 4
{"formula": "C4H3N2", "method": "wB97M-V/def2-TZVPD", "symbols": ["N", "N", "C", "C", "C", "C", "H", "H", "H"], "positions_angstrom": [[-2.734, 1.002, -0.734], [-1.071, 2.127, 0.651], [-2.071, 1.759, 0.089], [-1.746, 0.173, -0.861], [0.705, 0.235, 0.585], [-0.456, 0.831, 0.166], [1.379, 0.635, 1.235], [0.984, -0.594, -0.073], [-1.534, -0.762, -1.285]], "forces_ev_per_a": [[-0.550, -0.252, -0.321], [-0.331, -0.628, 0.075], [0.066, 1.142, 0.311], [4.170, 2.037, 3.332], [-3.756, 0.284, -3.724], [-0.393, -2.311, -1.126], [1.575, 1.084, 1.919], [-0.033, -0.121, 0.660], [-0.747, -1.234, -1.127]], "largest_force_ha_per_bohr": 0.1111, "lumo_ev": -6.87, "total_charge": 1, "homo_lumo_gap_ev": 9.5, "de_lowest_kj_mol": 219.32}

No. 5
{"formula": "C33H27BrGdN5O3S2", "method": "wB97M-V/def2-TZVPD", "symbols": ["Gd", "Br", "S", "S", "O", "O", "O", "N", "N", "N", "N", "N", "C", "C", "C", "C", "C", "C", "C", "C", "C", "C", "C", "C", "C", "C", "C", "C", "C", "C", "C", "C", "C", "C", "C", "C", "C", "C", "C", "C", "C", "C", "C", "C", "C", "H", "H", "H", "H", "H", "H", "H", "H", "H", "H", "H", "H", "H", "H", "H", "H", "H", "H", "H", "H", "H", "H", "H", "H", "H", "H", "H"], "positions_angstrom": [[-0.558, 1.218, -0.210], [-6.392, -2.157, 3.708], [0.398, 2.995, -3.459], [-0.310, 0.936, -5.402], [-2.795, 1.395, 0.399], [-0.756, -1.033, -0.629], [-0.436, -2.852, -4.391], [-0.430, 0.599, -2.662], [-0.786, 0.634, 2.405], [1.241, 1.882, 1.345], [-1.319, 3.791, -0.328], [-0.512, -0.735, -2.904], [1.658, 0.564, 5.283], [-0.303, -4.971, -3.300], [2.641, 1.640, 3.383], [2.329, 2.578, 0.600], [-0.896, -3.761, -0.874], [-0.848, -5.145, -0.959], [-0.515, -3.588, -3.273], [-0.519, -5.735, -2.178], [-4.236, -0.446, 3.208], [2.743, 1.214, 4.733], [3.560, 2.796, 1.385], [-5.915, -0.089, 1.564], [0.492, 0.337, 4.559], [-5.498, -0.696, 2.739], [-0.695, -1.487, -1.844], [-1.905, 0.155, 2.978], [1.918, 1.218, 0.142], [-3.230, 0.210, 2.462], [-0.430, 2.656, -5.930], [4.179, -2.352, 0.049], [1.472, 1.426, 2.674], [0.164, 1.301, -3.703], [3.706, 2.370, 2.653], [-4.982, 0.688, 0.875], [4.531, -1.246, -0.720], [2.395, -1.078, 1.023], [3.091, -2.251, 0.912], [3.810, -0.078, -0.650], [-0.802, 3.521, -4.711], [2.731, 0.012, 0.257], [0.342, 0.743, 3.208], [-3.619, 0.772, 1.205], [-0.745, -2.968, -2.020], [-6.919, -0.213, 1.162], [-0.978, -5.774, -0.070], [1.535, -1.028, 1.683], [-1.178, 2.739, -6.703], [-1.803, 3.277, -4.385], [1.996, 3.444, 0.012], [-3.856, -0.925, 4.127], [-2.257, 3.569, 0.017], [-0.463, -1.860, -4.087], [4.661, 2.475, 3.104], [-1.837, -0.266, 3.981], [4.430, 3.257, 0.910], [-0.327, -0.138, 5.080], [4.752, -3.257, -0.012], [2.766, -3.118, 1.466], [0.538, 2.982, -6.332], [-0.079, -5.424, -4.255], [-0.868, 4.488, 0.236], [4.003, 0.766, -1.291], [-0.694, 4.589, -4.888], [3.656, 1.416, 5.291], [-5.291, 1.163, -0.052], [-1.097, -3.276, 0.090], [1.680, 0.220, 6.310], [-0.333, -6.812, -2.269], [-1.371, 4.054, -1.302], [5.366, -1.329, -1.425]], "forces_ev_per_a": [[-0.006, -0.970, 0.538], [-0.236, 0.824, -0.545], [0.273, 0.375, 0.359], [0.207, -0.294, 0.143], [0.214, 0.054, 0.096], [-0.078, 0.518, -0.237], [0.122, 0.359, 0.093], [0.789, 1.033, -0.164], [0.888, 0.232, 0.033], [0.690, 0.256, -0.354], [-0.464, -0.778, -0.103], [-0.331, -1.004, -0.237], [-0.120, -0.004, -0.071], [-0.622, 0.597, -0.645], [0.262, 0.439, -0.226], [-0.253, -0.258, 0.253], [-0.407, 0.048, 0.050], [0.289, -0.402, 0.212], [0.157, 0.436, 0.639], [0.364, -0.615, 0.285], [1.188, -0.749, 0.693], [0.233, 0.278, -0.750], [0.557, -0.230, 0.643], [-0.571, -0.231, -0.041], [-0.279, -0.064, -0.102], [0.237, -0.292, 0.473], [0.082, 0.147, 0.260], [-0.241, 0.182, 0.170], [-0.798, 0.431, 0.150], [0.257, -0.227, -0.108], [0.239, 0.742, 0.325], [-0.211, 0.412, 0.261], [-0.678, -0.228, -0.245], [-0.819, -0.906, 0.812], [-0.982, -0.496, -0.701], [-0.027, -0.156, -0.279], [0.559, -0.291, -0.495], [-0.787, -0.080, 0.593], [0.670, -0.687, -0.316], [-0.469, -0.257, 0.722], [0.408, -0.421, -0.470], [0.494, 1.259, -1.040], [-0.281, 0.330, 0.108], [-0.495, 0.559, -0.248], [0.185, 0.129, 0.228], [0.197, -0.064, 0.128], [0.000, 0.335, -0.324], [0.037, 0.010, -0.081], [-0.360, -0.050, -0.383], [-0.370, 0.018, 0.103], [0.068, -0.176, 0.116], [-0.533, 0.167, -0.457], [0.324, 0.061, 0.022], [0.044, -0.646, -0.096], [0.714, 0.165, 0.590], [-0.078, -0.046, -0.094], [-0.370, 0.018, -0.043], [0.023, -0.077, -0.040], [0.111, -0.360, -0.089], [0.011, -0.120, 0.179], [-0.217, 0.033, 0.066], [0.132, -0.090, -0.105], [0.061, 0.249, 0.065], [0.173, 0.107, -0.131], [-0.005, 0.077, -0.120], [-0.153, -0.108, -0.056], [0.069, -0.022, 0.048], [0.183, -0.080, -0.569], [0.102, 0.017, 0.097], [-0.274, 0.329, 0.223], [0.135, 0.214, -0.032], [-0.233, 0.038, 0.223]], "s2": 15.92, "largest_force_ha_per_bohr": 0.0332, "lumo_ev": [3.94, 3.89], "total_charge": -2, "homo_lumo_gap_ev": [3.8, 5.8], "multiplicity": 8, "de_lowest_kj_mol": 57.54}

No. 6
{"formula": "C44H32F5NO3P2Pd", "method": "wB97M-V/def2-TZVPD", "symbols": ["Pd", "P", "P", "F", "F", "F", "F", "F", "O", "O", "O", "N", "C", "C", "C", "C", "C", "C", "C", "C", "C", "C", "C", "C", "C", "C", "C", "C", "C", "C", "C", "C", "C", "C", "C", "C", "C", "C", "C", "C", "C", "C", "C", "C", "C", "C", "C", "C", "C", "C", "C", "C", "C", "C", "C", "C", "H", "H", "H", "H", "H", "H", "H", "H", "H", "H", "H", "H", "H", "H", "H", "H", "H", "H", "H", "H", "H", "H", "H", "H", "H", "H", "H", "H", "H", "H", "H", "H"], "positions_angstrom": [[0.494, 0.197, -0.286], [-2.703, 1.287, -0.766], [-2.356, -0.366, 1.908], [2.886, -6.518, -2.798], [1.218, -5.036, -4.372], [1.873, -3.717, 0.855], [3.177, -5.815, -0.179], [-0.110, -2.922, -3.387], [-0.882, -0.341, 1.924], [-1.486, 1.074, -1.578], [0.181, -2.186, -0.732], [1.760, 1.660, 0.454], [-5.511, 2.960, -3.214], [0.706, -3.605, -2.562], [-3.113, -0.169, 0.262], [-6.205, 1.857, -3.686], [-2.753, 2.584, 4.636], [-3.985, -2.249, 3.348], [-4.995, 1.983, 4.024], [1.382, -4.691, -3.079], [4.213, 4.101, -0.844], [-3.006, -1.989, 2.393], [-3.556, 3.468, 0.838], [0.812, -3.170, -1.206], [0.700, 3.622, -3.678], [-3.715, -4.618, 3.001], [-2.248, 1.649, 3.732], [-4.200, 1.536, -1.763], [-3.277, 4.607, 1.585], [-5.899, 0.594, -3.204], [-3.123, 0.878, 2.976], [-4.492, 1.058, 3.114], [-2.516, 2.750, 0.258], [-1.956, 5.021, 1.748], [0.531, 2.409, -4.331], [-4.120, 2.740, 4.790], [2.367, -5.081, -0.968], [-4.899, 0.434, -2.249], [-4.509, 2.801, -2.262], [3.338, 3.937, 1.375], [-2.356, -3.055, 1.764], [5.154, 5.036, -0.407], [-4.341, -3.565, 3.647], [5.186, 5.435, 0.923], [2.270, 2.476, -0.386], [-2.718, -4.362, 2.065], [2.225, -5.447, -2.292], [-1.189, 3.154, 0.426], [1.816, 2.484, -1.833], [-0.918, 4.297, 1.182], [1.028, 1.238, -3.760], [3.285, 3.528, 0.036], [1.649, 1.260, -2.510], [1.358, 3.648, -2.438], [4.266, 4.875, 1.812], [1.696, -3.996, -0.446], [-4.197, -0.286, 0.397], [2.084, 0.367, -2.110], [-6.431, -0.273, -3.578], [-1.542, -2.849, 1.063], [-6.975, 1.981, -4.439], [-4.584, 3.135, 0.717], [5.866, 5.457, -1.113], [4.276, 5.179, 2.857], [0.012, 2.372, -5.288], [-5.105, -3.763, 4.393], [0.113, 4.608, 1.317], [-2.721, -1.004, -0.325], [-4.461, -1.431, 3.874], [5.916, 6.162, 1.265], [-4.650, -0.560, -1.893], [0.901, 0.288, -4.272], [1.476, 4.594, -1.910], [-0.384, 2.546, -0.003], [-5.739, 3.948, -3.598], [4.191, 3.799, -1.885], [-1.180, 1.511, 3.580], [-6.066, 2.120, 4.125], [-3.950, 3.661, -1.912], [-2.209, -5.184, 1.574], [-1.742, 5.918, 2.322], [0.317, 4.541, -4.116], [-5.178, 0.485, 2.495], [-4.509, 3.463, 5.500], [-3.993, -5.640, 3.233], [2.632, 3.468, 2.054], [-4.086, 5.169, 2.043], [-2.070, 3.193, 5.216]], "forces_ev_per_a": [[0.586, -0.321, 0.119], [0.581, -0.115, 0.143], [0.356, -0.010, -0.439], [0.083, -0.128, -0.063], [-0.044, -0.038, -0.235], [0.031, 0.024, 0.235], [0.143, -0.115, 0.159], [-0.122, 0.074, -0.149], [-0.343, 0.052, 0.616], [-0.662, -0.087, -0.512], [-0.346, -0.291, 0.012], [0.438, 0.801, -0.488], [0.175, 0.121, 0.172], [0.099, -0.057, 0.015], [-0.194, 0.183, 0.188], [-0.066, -0.039, -0.048], [0.300, -0.158, -0.177], [-0.066, -0.173, -0.010], [-0.022, -0.155, -0.209], [-0.120, 0.172, 0.077], [0.025, 0.071, 0.093], [0.011, -0.095, 0.127], [-0.105, 0.161, 0.209], [-0.101, 0.215, 0.034], [0.137, -0.060, 0.188], [0.023, -0.009, -0.033], [0.046, 0.266, 0.183], [0.028, 0.070, -0.146], [-0.047, -0.091, -0.047], [0.095, -0.159, 0.154], [0.079, -0.128, 0.138], [-0.342, 0.157, 0.037], [0.157, 0.080, 0.071], [-0.090, -0.016, 0.006], [-0.011, 0.024, 0.023], [-0.070, 0.042, 0.033], [-0.089, 0.137, 0.078], [-0.247, -0.075, -0.117], [-0.116, 0.090, -0.100], [0.062, 0.042, 0.079], [0.147, -0.164, -0.121], [-0.144, -0.120, -0.024], [-0.003, 0.261, 0.016], [-0.091, -0.102, -0.009], [-0.171, -0.256, 0.429], [0.076, 0.079, -0.088], [-0.011, 0.019, 0.027], [0.045, 0.131, 0.098], [0.017, -0.025, 0.062], [0.060, -0.144, -0.094], [0.085, -0.046, 0.127], [-0.089, -0.061, -0.128], [-0.063, 0.657, -0.554], [-0.129, 0.081, -0.162], [-0.078, -0.067, -0.053], [0.011, -0.076, -0.133], [0.103, 0.002, -0.124], [0.084, -0.357, 0.292], [0.039, 0.026, 0.022], [-0.118, -0.052, 0.075], [0.013, -0.006, 0.024], [0.072, 0.067, -0.011], [-0.051, -0.049, 0.020], [-0.008, -0.047, -0.086], [0.050, -0.004, 0.091], [0.042, 0.037, -0.035], [-0.068, -0.053, -0.030], [0.004, -0.174, -0.038], [-0.020, -0.021, 0.002], [-0.048, -0.032, -0.017], [-0.026, 0.042, -0.079], [0.021, 0.080, 0.044], [-0.006, -0.067, -0.063], [-0.086, 0.094, 0.074], [0.025, -0.016, 0.027], [0.018, 0.033, 0.011], [-0.103, 0.024, 0.054], [0.032, -0.023, -0.012], [-0.028, -0.033, -0.047], [-0.008, 0.059, 0.017], [-0.010, -0.063, -0.012], [0.019, -0.062, 0.060], [0.002, 0.009, 0.081], [0.017, -0.019, -0.036], [0.019, 0.024, -0.004], [0.063, 0.022, -0.046], [0.048, -0.050, -0.034], [-0.002, -0.022, -0.032]], "largest_force_ha_per_bohr": 0.0201, "lumo_ev": [3.85, 3.85], "total_charge": -2, "homo_lumo_gap_ev": [2.6, 2.6], "de_lowest_kj_mol": 100.75}

no.,calculated total energy (eV)
1,-8338.70397
2,-10353.69696
3,-8293.65744
4,-7163.01993
5,-160797.75934
6,-89424.38043